1.
Entry from OMol25: a 3-piece molecular cluster, C19H29N3O2Si overall at a distorted geometry (the ωB97M-V functional and the def2-TZVPD basis).

```
54
Properties=species:S:1:pos:R:3:nbo_charge:R:1
C 1.25 -3.14 5.52 -0.256
O 0.13 -2.51 4.91 -0.532
C 0.17 -2.46 3.52 -0.053
C 1.39 -1.77 2.93 -0.091
C 1.25 -1.38 1.44 -0.402
C 2.33 -0.29 1.35 -0.779
Si 3.95 -0.62 0.41 1.630
C 3.72 -1.69 -1.13 -1.111
C 5.27 -1.43 1.49 -1.112
C 4.61 1.07 -0.14 -1.097
C 2.65 0.11 2.79 0.735
O 3.51 0.81 3.15 -0.526
N 1.69 -0.55 3.65 -0.668
H 1.91 -3.63 4.81 0.167
H 0.91 -3.90 6.21 0.179
H 1.78 -2.40 6.10 0.193
H -0.69 -1.87 3.22 0.177
H 0.02 -3.44 3.05 0.168
H 2.18 -2.52 2.91 0.187
H 0.32 -0.83 1.29 0.202
H 1.29 -2.18 0.73 0.218
H 1.95 0.62 0.90 0.263
H 4.07 -1.17 -2.01 0.240
H 2.68 -1.97 -1.31 0.239
H 4.29 -2.61 -1.04 0.236
H 5.08 -2.48 1.67 0.229
H 6.21 -1.32 0.96 0.237
H 5.38 -0.96 2.46 0.249
H 5.55 0.98 -0.66 0.233
H 4.70 1.69 0.74 0.248
H 3.86 1.48 -0.80 0.226
H 0.82 -0.02 3.58 0.370
C -4.19 0.14 -0.68 -0.168
C -3.32 1.10 -1.18 -0.262
C -2.03 0.71 -1.50 0.028
N -1.57 -0.54 -1.36 -0.425
C -2.42 -1.44 -0.88 0.026
C -3.73 -1.16 -0.52 -0.261
H -5.20 0.40 -0.41 0.217
H -3.64 2.12 -1.31 0.245
H -1.32 1.42 -1.90 0.188
H -2.02 -2.45 -0.77 0.190
H -4.37 -1.94 -0.14 0.220
C -4.84 3.84 -5.89 -0.165
C -5.78 4.23 -4.96 -0.260
C -5.43 4.20 -3.62 0.035
N -4.24 3.80 -3.17 -0.430
C -3.35 3.42 -4.09 0.035
C -3.60 3.42 -5.45 -0.258
H -5.07 3.85 -6.95 0.218
H -6.77 4.56 -5.26 0.221
H -6.14 4.51 -2.85 0.193
H -2.39 3.10 -3.70 0.191
H -2.83 3.10 -6.14 0.222
```

Calculated values
Frontier orbital gap in eV: 10.113
HOMO in eV: -9.4
2S+1: 1
Net charge: 0
Max |F| in eV/A: 3.769
SMILES: COC[C@H]1C[C@H]([Si](C)(C)C)C(=O)N1.c1ccncc1.c1ccncc1

2.
Entry from OMol25: the molecule C6H9N3 at a distorted geometry (the ωB97M-V functional and the def2-TZVPD basis).

```
18
Properties=species:S:1:pos:R:3:nbo_charge:R:1
N 2.84 -0.32 0.22 -0.814
C 1.91 0.65 -0.10 0.055
C 0.55 0.65 0.07 -0.211
C -0.28 1.88 -0.11 0.030
N -1.52 1.70 0.29 -0.236
N -1.63 0.40 0.75 -0.276
C -2.24 -0.42 -0.33 -0.214
C -0.98 -1.42 -0.22 -0.423
C -0.33 -0.39 0.73 -0.102
H 3.81 -0.21 -0.05 0.389
H 2.61 -1.32 0.28 0.388
H 2.43 1.50 -0.54 0.192
H 0.09 2.77 -0.55 0.200
H -3.18 -0.88 -0.06 0.193
H -2.37 0.17 -1.30 0.198
H -0.49 -1.74 -1.14 0.214
H -1.34 -2.26 0.32 0.207
H 0.10 -0.77 1.73 0.210
```

Calculated values
Frontier orbital gap in eV: 8.144
Relative energy (zero: lowest compared OMol25 entry of this formula, charge and spin) in kcal/mol: 51.4
HOMO in eV: -7.4
2S+1: 1
Net charge: 0
Max |F| in eV/A: 3.270
SMILES: N/C=C1/C=NN2CC[C@@H]12

3.
Entry from OMol25: a 2-piece molecular cluster, C2H3PS overall at a distorted geometry (the ωB97M-V functional and the def2-TZVPD basis).

```
7
Properties=species:S:1:pos:R:3:nbo_charge:R:1
C -0.10 -0.25 0.01 -0.569
C 0.32 1.10 0.09 -0.439
P 0.95 -1.62 -0.16 0.467
S -0.69 2.32 0.04 0.124
H -1.74 -0.26 0.13 0.212
H 1.49 1.16 0.29 0.222
H -0.23 -2.45 -0.40 -0.017
```

Calculated values
Frontier orbital gap in eV: 7.229
Relative energy (zero: lowest compared OMol25 entry of this formula, charge and spin) in kcal/mol: 56.0
HOMO in eV: -8.9
2S+1: 1
Net charge: 0
Max |F| in eV/A: 4.750

4.
Entry from OMol25: the molecule C6H14O (the ωB97M-V functional and the def2-TZVPD basis).

```
21
Properties=species:S:1:pos:R:3:nbo_charge:R:1
C -3.40 0.02 0.51 -0.602
C -2.17 0.00 -0.40 -0.391
C -0.87 0.31 0.35 -0.388
C 0.38 -0.03 -0.45 -0.390
C 1.68 0.27 0.30 -0.411
C 2.89 -0.32 -0.40 -0.050
O 4.04 -0.02 0.36 -0.720
H -4.32 -0.19 -0.04 0.209
H -3.51 0.99 1.00 0.202
H -3.30 -0.74 1.30 0.201
H -2.08 -0.99 -0.87 0.192
H -2.30 0.72 -1.22 0.195
H -0.86 1.38 0.63 0.196
H -0.86 -0.25 1.30 0.192
H 0.36 0.51 -1.41 0.196
H 0.35 -1.10 -0.70 0.191
H 1.82 1.35 0.40 0.205
H 1.64 -0.14 1.31 0.203
H 2.75 -1.41 -0.49 0.151
H 2.97 0.08 -1.42 0.152
H 4.80 -0.43 -0.06 0.467
```

Calculated values
Frontier orbital gap in eV: 11.310
Relative energy (zero: lowest compared OMol25 entry of this formula, charge and spin) in kcal/mol: 8.2
HOMO in eV: -10.3
2S+1: 1
Net charge: 0
Max |F| in eV/A: 0.463
SMILES: CCCCCCO

5.
Entry from OMol25: the molecule C14H14N4OS at a distorted geometry (the ωB97M-V functional and the def2-TZVPD basis).

```
34
Properties=species:S:1:pos:R:3:nbo_charge:R:1
C -4.96 -2.07 0.52 -0.623
C -3.54 -1.42 0.20 0.046
C -2.65 -2.03 -0.32 -0.303
C -1.52 -1.50 -0.45 -0.083
C -1.24 -0.27 -0.35 -0.144
C -0.15 0.50 -0.18 -0.228
C 1.20 0.23 -1.01 0.573
O 1.37 -0.87 -1.44 -0.547
C 2.42 1.18 -0.87 -0.323
N 3.57 0.81 -1.22 -0.620
C 4.13 -0.16 -0.51 0.335
N 5.20 -1.25 -0.87 -0.334
N 5.72 -1.67 0.28 -0.280
C 5.17 -1.51 1.25 -0.028
S 3.83 -0.33 1.46 0.128
C -0.53 1.76 0.22 0.244
C 0.30 3.17 0.34 -0.565
N -1.75 1.56 0.40 -0.454
C -2.19 0.44 0.29 0.121
C -3.33 0.01 0.52 -0.231
H -5.45 -2.48 -0.63 0.197
H -5.70 -1.34 0.88 0.216
H -4.92 -3.05 1.09 0.226
H -2.89 -3.13 -0.46 0.209
H -0.61 -2.01 -1.29 0.209
H 2.59 1.74 0.09 0.235
H 2.13 2.09 -1.43 0.214
H 3.67 0.29 -2.13 0.423
H 5.51 -2.12 2.36 0.180
H 1.03 2.88 1.08 0.235
H -0.45 4.06 0.67 0.210
H 0.58 3.46 -0.47 0.181
H -2.28 2.44 1.04 0.374
H -4.27 0.61 0.94 0.207
```

Calculated values
Frontier orbital gap in eV: 8.157
Relative energy (zero: lowest compared OMol25 entry of this formula, charge and spin) in kcal/mol: 362.7
HOMO in eV: -7.9
2S+1: 1
Net charge: 0
Max |F| in eV/A: 18.977
SMILES: Cc1ccc2c(C(=O)CNc3nncs3)c(C)[nH]c2c1